No. 1
46
Properties=species:S:1:pos:R:3:forces:R:3 method="wB97M-V/def2-TZVPD" gap_ev="6.4451 / 6.4446" e_lumo_ev="-8.28 / -8.28" molar_mass_g_mol=632.27 total_charge=+2 de_lowest_ev=0.000
Au 1.940861 0.115933 -1.589130 -0.02 0.35 0.06
Br 3.866579 1.311878 3.637062 0.00 0.03 0.03
O 0.670542 0.864164 -3.282561 0.22 -0.24 0.09
O -1.156875 -1.494823 -1.286466 -0.01 -0.11 -0.24
N -0.654521 0.723422 -0.984387 -0.12 0.11 0.07
N -1.185695 0.611678 0.147868 0.35 -0.13 0.11
N 3.280596 -0.273036 -0.082725 -0.16 -0.19 -0.08
C -1.467115 -1.686137 -0.131890 0.00 -0.32 0.20
C -0.491875 1.548980 -3.179622 -0.15 0.04 0.05
C -1.013223 2.294776 -4.223906 0.04 -0.02 0.03
C -2.083618 -3.006553 1.794336 0.00 0.21 0.16
C -1.680329 -0.574157 2.201650 -0.03 0.00 0.14
C -2.990280 2.811310 -2.878965 0.02 0.06 -0.14
C -2.136326 -0.913618 4.909584 0.00 -0.02 0.01
C -2.242000 2.912474 -4.062788 -0.10 0.05 0.04
C -1.997607 -1.852482 2.696435 0.00 -0.11 -0.15
C 4.805348 -0.920444 2.131820 0.01 -0.01 -0.02
C -1.832603 -2.952434 0.479011 0.08 0.13 -0.23
C -2.486965 2.089127 -1.838313 0.10 -0.10 0.08
C 3.240575 0.501044 1.014858 0.04 0.00 -0.05
C -1.435301 -0.467534 0.787584 -0.24 0.30 -0.02
C 4.073351 -1.357330 -0.099192 0.02 0.05 -0.06
C 1.308124 0.789508 -4.596418 0.00 0.01 0.03
C 3.985346 0.198396 2.137523 0.03 0.01 0.00
C 4.848585 -1.701596 0.989190 0.03 0.02 0.01
C -2.222408 -2.006922 4.055056 -0.02 0.01 0.10
C -1.600211 0.520726 3.062123 0.00 -0.01 -0.09
C -1.227687 1.453262 -1.964613 0.00 0.05 -0.18
C -1.826094 0.347879 4.416624 -0.03 -0.04 0.00
H -1.379824 1.504066 2.664515 0.02 -0.02 0.01
H 5.400853 -1.167940 3.000138 0.00 0.00 0.00
H -2.469167 -2.984367 4.449159 0.00 0.00 0.00
H 1.740132 1.756285 -4.844167 0.00 0.00 -0.01
H -3.011389 2.014486 -0.894064 0.00 0.01 -0.02
H -2.366965 -3.952215 2.241382 0.00 0.00 0.00
H 4.088307 -1.937334 -1.009625 -0.03 -0.02 0.01
H -3.941176 3.316841 -2.795419 0.00 0.00 0.00
H -1.901876 -3.811616 -0.172655 0.01 -0.02 0.02
H -2.633028 3.501281 -4.882753 0.00 -0.01 0.00
H 0.571485 0.476308 -5.331549 0.01 -0.02 0.00
H 2.617624 1.382699 0.981132 -0.04 -0.03 0.02
H 5.482553 -2.574884 0.935732 0.00 0.00 0.00
H -1.770346 1.193769 5.087455 0.00 0.00 0.00
H 2.081892 0.036714 -4.501453 0.02 0.01 0.00
H -0.479005 2.406420 -5.154735 -0.03 0.01 0.01
H -2.319247 -1.048003 5.967158 0.00 0.00 0.00

No. 2
60
Properties=species:S:1:pos:R:3:forces:R:3 method="wB97M-V/def2-TZVPD" gap_ev=8.0685 e_lumo_ev=-1.25 molar_mass_g_mol=826.18 de_lowest_ev=1.677
Br 2.211812 -0.557621 2.533995 -0.03 -0.17 -0.31
Br -1.600713 -0.516212 1.237077 -0.25 -0.04 0.34
Ti -0.459952 0.493434 -0.592663 -1.62 -1.40 1.04
S -2.155726 2.912453 -1.233877 0.14 1.72 -0.15
S -0.467337 1.921248 -3.172249 0.26 0.96 -1.07
F -0.185995 4.343865 -4.219594 0.01 -0.05 -0.01
F -2.141047 5.522395 -1.836587 -0.13 -0.17 -0.12
F -1.783269 5.089249 0.243217 -0.06 -0.13 0.01
F -0.247004 4.650777 -1.230008 -0.28 0.18 0.07
F 1.621867 3.504115 -3.375330 -0.08 0.03 -0.07
F 0.871083 2.783986 -5.271121 -0.02 -0.08 0.01
F -1.935286 0.372453 -1.582648 -0.56 -0.39 -0.44
O 0.420806 1.577508 -2.043524 0.32 0.15 -0.36
O -0.295040 -1.212303 -2.346258 0.27 -0.18 0.24
O 2.160058 -2.433843 -0.289056 -0.07 0.34 0.21
O 0.900398 -0.565833 -0.361028 2.36 -0.94 0.59
O -1.249302 2.267887 -0.261423 -0.45 1.02 0.27
O -3.542649 2.861749 -0.979020 -0.15 -0.16 -0.12
O -0.691535 0.896936 -4.133897 -0.22 -0.02 -0.04
N -1.723163 2.734771 -2.729051 -0.12 -0.41 0.17
N 0.917821 1.749610 1.560290 0.20 -0.05 0.32
C -0.760251 -5.285695 -2.724877 0.00 -0.03 -0.01
C 1.581827 -5.571237 -3.154029 0.08 0.01 -0.01
C 1.949185 -1.270263 -3.268487 -0.01 0.01 0.03
C 0.524875 3.235092 -4.078432 0.21 0.04 0.13
C 0.944865 -1.917372 -2.308873 0.14 0.09 0.05
C 2.874086 -0.317089 -2.845832 -0.03 -0.12 -0.05
C 1.744228 1.260926 2.495204 -0.28 0.35 -0.13
C 3.737552 0.276612 -3.755002 -0.01 0.03 0.02
C 2.263051 2.026394 3.532700 0.01 -0.10 -0.03
C 1.892789 -1.595857 -4.621294 -0.05 0.02 0.03
C 0.300711 -6.099198 -3.090567 -0.06 -0.02 0.00
C 0.548728 3.028008 1.730659 0.09 0.03 -0.09
C 1.855042 3.335343 3.672881 -0.02 0.01 -0.03
C 0.946808 3.856958 2.765877 0.06 0.03 0.08
C 2.753889 -0.999050 -5.528188 -0.05 0.01 -0.07
C 1.797984 -4.227217 -2.893369 -0.02 0.00 0.06
C 0.728804 -3.399158 -2.570036 -0.13 -0.01 0.04
C 1.413676 -1.697032 -0.854081 0.15 -0.58 -0.65
C 3.683999 -0.065857 -5.096753 0.01 0.03 0.01
C -1.576144 4.672244 -1.002881 0.34 -0.20 0.09
C -0.547665 -3.941061 -2.457029 0.08 0.03 -0.01
C 0.402269 5.252711 2.886152 0.02 -0.06 -0.13
H -1.759567 -5.694465 -2.648327 0.01 0.00 0.00
H 2.698141 -1.264832 -6.575934 0.00 -0.01 0.01
H 1.174272 -2.329346 -4.966369 0.02 -0.03 0.00
H 2.799746 -3.819749 -2.931916 0.01 0.00 -0.06
H 4.454416 1.008747 -3.406100 0.01 -0.01 -0.01
H -0.122756 3.424676 0.989881 0.06 -0.02 0.08
H -1.372924 -3.313089 -2.152292 -0.02 0.03 -0.06
H 2.957064 1.570464 4.222574 -0.03 0.00 0.03
H 2.225265 3.941707 4.490443 0.01 -0.02 0.02
H 4.366085 0.391014 -5.801864 -0.01 0.01 -0.01
H 0.130410 -7.142605 -3.322819 0.01 0.00 0.04
H -0.683820 5.246966 2.793762 0.01 0.05 0.04
H 0.670065 5.685815 3.847937 -0.03 0.04 0.00
H 2.417597 -6.209071 -3.411770 0.00 0.02 0.00
H 0.795590 5.897193 2.097772 0.00 0.02 0.02
H -0.531702 -0.980268 -3.253225 -0.07 0.19 -0.09
H 2.943783 -0.027786 -1.806542 -0.03 -0.03 0.09

No. 3
51
Properties=species:S:1:pos:R:3:forces:R:3 method="wB97M-V/def2-TZVPD" gap_ev="4.3239 / 4.8651" e_lumo_ev="1.33 / -0.18" molar_mass_g_mol=698.18 spin_multiplicity=5 total_charge=-1 de_lowest_ev=0.907
Rh 0.305043 -1.436775 0.155882 -0.84 -0.43 -1.26
Br 0.528343 4.652025 -4.227018 -0.04 -0.03 0.06
Br 6.907043 -1.872175 -0.337918 -0.33 -0.05 0.03
Si -3.087257 2.196225 0.139182 -0.10 0.24 -0.10
O -0.630057 -2.713975 4.857482 0.32 0.64 0.00
O 0.083643 -1.657875 2.074882 0.19 0.57 0.21
O -1.918557 -5.278975 4.503082 0.12 0.32 -0.13
O -0.702157 -3.588575 0.247882 0.61 1.09 -0.63
O -2.135457 -5.857375 1.634382 -0.47 -1.12 -1.03
O 1.041943 -0.663075 -3.873718 -0.17 -0.16 0.32
O 0.680143 -1.306775 -1.794818 0.07 -1.23 1.27
N 2.299443 -2.243475 0.298482 0.79 0.16 0.09
C 2.922243 -2.977875 -0.628718 -0.38 -0.01 0.10
C 0.843043 3.331325 -2.893518 -0.02 0.08 -0.07
C -1.542657 -4.584475 3.577882 0.12 0.08 -0.18
C 4.408543 -1.295175 0.921982 0.36 -0.18 -0.19
C -0.943957 -3.718675 1.458382 -1.16 -2.16 0.55
C 1.524043 2.766925 -0.679918 0.05 -0.03 0.11
C -1.607257 -4.863175 2.140482 0.47 0.99 0.32
C 0.870843 -0.422575 -2.689018 0.18 1.51 -1.12
C -2.043357 0.671325 0.118582 -0.40 0.37 -0.04
C -0.836257 -3.186375 3.755882 -0.47 -0.92 0.70
C -1.246657 -0.245575 0.064382 -0.03 -0.06 0.28
C 5.038043 -2.044975 -0.064818 -0.26 -0.10 -0.02
C -1.945257 3.633625 0.672782 -0.43 -0.51 -0.19
C 3.047943 -1.441375 1.075882 -0.15 -0.29 0.03
C -0.539857 -2.743675 2.436382 0.58 1.15 0.82
C -4.561657 2.065425 1.351882 0.60 -0.04 -0.45
C 0.683643 1.999025 -3.213818 0.03 0.03 -0.04
C 1.263143 3.732025 -1.636418 -0.01 0.09 -0.07
C 1.366743 1.425025 -0.982218 -0.01 -0.20 -0.01
C 4.285843 -2.924675 -0.836918 0.51 0.24 0.24
C 0.949743 1.037525 -2.249118 0.12 -0.37 0.05
C -3.742457 2.502725 -1.628018 0.24 -0.11 0.66
H -1.255257 3.895625 -0.122718 0.11 -0.02 -0.22
H 4.965443 -0.618775 1.550582 0.00 0.03 0.06
H 0.383143 1.678225 -4.201218 0.03 0.02 0.00
H 1.582043 0.672825 -0.220018 0.02 0.26 -0.20
H -5.201557 1.224125 1.103482 -0.06 -0.18 -0.09
H 2.525643 -0.911175 1.865782 -0.07 0.02 -0.10
H -4.379157 1.686325 -1.954418 -0.11 -0.19 0.01
H -4.317457 3.421625 -1.698418 -0.11 0.20 0.08
H -1.351057 3.341025 1.531882 0.09 -0.13 0.21
H -2.919857 2.571925 -2.332918 0.23 0.00 -0.09
H -5.178057 2.961525 1.334382 0.00 0.19 -0.10
H 1.855843 3.067925 0.304182 -0.01 0.01 0.05
H -4.218057 1.922225 2.371582 0.13 -0.04 0.17
H -2.497857 4.527925 0.942482 -0.22 0.16 0.02
H 4.756943 -3.542875 -1.583818 -0.04 -0.03 -0.09
H 1.388243 4.781225 -1.415318 0.00 0.06 0.02
H 2.294443 -3.625275 -1.225318 -0.07 0.07 -0.06

No. 4
46
Properties=species:S:1:pos:R:3:forces:R:3 method="wB97M-V/def2-TZVPD" gap_ev=8.4932 e_lumo_ev=-0.14 smiles=Cc1ccccc1-c1cc2ccccc2nc1CNc1ncnc2[nH]nc(Br)c12 molar_mass_g_mol=445.32 de_lowest_ev=0.000
Br 0.759019 -1.377386 -3.847067 0.49 0.98 -0.26
N 3.072821 1.776566 -0.703768 -0.13 0.64 0.10
N 2.023394 0.892699 -5.044408 0.39 0.35 0.26
N 3.561763 3.007140 -2.647524 0.80 2.20 -0.17
N 1.868057 -0.169210 -0.815964 -1.60 -0.69 0.54
N 2.754824 2.019512 -4.692168 0.16 0.42 -0.15
N 0.808247 -2.027413 1.755875 -0.82 0.80 -0.87
C 1.728496 0.281146 -3.922730 0.55 0.65 0.05
C 2.894863 2.112040 -3.326535 0.10 -0.86 -2.05
C 1.512472 -0.002373 0.608243 0.81 -0.55 0.20
C -1.566261 -2.616706 1.995849 -0.53 -0.69 0.41
C -1.884196 3.021624 0.176257 0.11 -1.80 -1.02
C 0.435759 -0.941238 1.066804 -0.11 -1.14 0.85
C 0.143605 -4.093499 2.754658 -1.06 -1.71 0.21
C -2.125794 2.963723 -1.188049 -0.39 0.12 0.05
C -2.064140 1.754553 -1.887379 0.33 -0.19 0.55
C -1.735611 0.596623 -1.172616 0.15 0.61 0.06
C -0.190076 -2.862438 2.169983 0.19 -0.46 0.16
C -1.403760 0.665791 0.211718 0.26 -0.71 -1.21
C 2.423168 0.882151 -1.434652 -0.36 -0.55 0.69
C -2.555038 -3.521921 2.433247 -0.29 -1.31 0.96
C -1.941037 -1.447628 1.385944 1.04 2.19 -1.53
C -1.485947 1.869461 0.897421 -0.07 1.18 -0.53
C -0.935889 -0.611440 0.862446 -1.78 -0.05 0.73
C 2.286355 1.006542 -2.807438 -0.69 -0.84 -0.52
C -2.197983 -4.737383 3.025932 -0.04 2.71 -1.28
C -1.029028 2.059162 2.312622 -0.44 0.66 -0.15
C -0.847359 -5.037093 3.108870 1.65 0.74 -0.09
C 3.572624 2.843501 -1.353896 -0.10 -1.33 0.31
H 1.173963 1.006216 0.857365 0.23 0.14 -0.49
H -1.057505 1.151009 2.863572 0.01 -0.82 0.54
H -3.620488 -3.262891 2.331879 0.62 -0.01 -0.02
H 3.240486 2.649250 -5.376380 -1.10 -1.27 0.82
H -2.214731 1.740479 -2.966034 -0.12 -0.16 0.28
H 1.243718 -0.754138 -1.400157 0.61 0.62 0.75
H -2.939918 -5.365307 3.421533 -0.80 -0.93 0.25
H -2.011094 3.968758 0.611873 0.06 0.96 0.98
H -1.690921 -0.359023 -1.708947 0.07 0.32 0.37
H -1.649511 2.803610 2.842211 0.30 -0.26 -0.28
H -0.613218 -6.038442 3.450149 0.51 0.18 0.15
H 4.066709 3.560916 -0.719086 0.14 0.29 -0.11
H -2.429823 3.896474 -1.671776 0.20 -0.41 -0.09
H -3.000528 -1.184815 1.279132 0.48 -0.02 -0.01
H -0.002997 2.415332 2.294385 0.19 0.13 0.18
H 1.182803 -4.343886 2.805679 0.41 -0.15 0.17
H 2.439706 -0.190047 1.162928 -0.44 0.03 0.21

No. 5
48
Properties=species:S:1:pos:R:3:forces:R:3 method="wB97M-V/def2-TZVPD" gap_ev="7.8781 / 7.9384" e_lumo_ev="-0.34 / -0.30" molar_mass_g_mol=549.38 spin_multiplicity=7 de_lowest_ev=0.000
Eu 0.130549 -0.286222 -0.095129 -0.16 -0.57 -0.83
O -0.420549 0.760986 -1.956481 0.12 -0.32 0.00
O -0.058770 -0.739832 1.989528 -0.35 -0.01 -0.09
N -0.568904 3.454573 2.975392 1.73 -0.36 -0.81
N 1.990138 1.037753 0.233536 0.19 1.53 1.09
N 3.499886 4.833080 2.035469 -1.08 -1.22 -0.16
N -1.506026 1.357649 0.548531 -0.87 2.93 -0.31
N -0.858823 -1.995987 -1.572375 -0.45 -0.55 -0.79
N 1.267840 -2.424682 0.149728 0.10 -0.74 0.49
C 1.866744 -2.799406 1.236649 -0.09 0.00 -0.90
C -1.750443 1.825171 -3.535520 -0.37 -0.27 -0.14
C 1.674229 3.040396 1.789300 0.01 -0.11 -0.08
C 0.984067 -0.981119 2.721394 0.13 -0.37 0.67
C -1.940402 -0.601843 -3.236015 0.12 0.99 0.12
C 0.992112 -3.412633 -0.900691 0.86 -0.03 0.25
C 2.120131 -0.551846 4.810825 0.02 -0.22 -0.23
C 2.930806 -2.305226 3.372150 0.02 0.16 0.52
C 1.826490 1.956444 0.957639 0.63 -1.15 -0.94
C -1.341569 0.654195 -2.844808 -0.39 0.01 -0.93
C -2.887100 -0.625902 -4.271580 -0.14 0.87 -0.22
C -2.705536 1.767877 -4.528945 -0.12 -0.25 0.03
C 1.112621 -0.250633 3.915745 0.69 -0.21 0.54
C 3.028457 -1.597154 4.558729 -0.17 -0.03 -0.51
C -1.590134 -1.846231 -2.642952 0.81 -0.18 1.21
C 1.935317 -2.009479 2.424656 -0.04 0.63 0.52
C -0.494088 -3.377699 -1.179274 -0.52 0.44 -0.69
C 0.460987 3.249552 2.455239 -2.25 0.38 1.13
C 2.691718 3.999715 1.920867 1.61 1.58 0.12
C -3.287360 0.542202 -4.906221 0.18 -0.53 0.16
C -1.639192 2.498986 0.346883 0.29 -2.27 0.46
C -1.789370 3.913075 0.050769 -0.15 -0.03 0.02
H 2.207429 0.001341 5.738853 -0.05 0.03 -0.05
H -0.826087 4.332356 -0.251526 -0.09 -0.09 0.15
H 1.303210 -4.409209 -0.563120 -0.06 0.01 -0.16
H -3.312053 -1.582323 -4.551926 -0.05 0.02 -0.08
H 2.395238 -3.770115 1.280504 -0.36 0.19 -0.12
H -1.989605 -2.725134 -3.156081 0.11 -0.13 0.07
H 3.790328 -1.832665 5.284025 0.11 -0.05 0.02
H -4.024218 0.488398 -5.698820 0.05 0.12 0.07
H -2.497877 4.014624 -0.766480 -0.05 0.02 -0.13
H -1.046547 -3.650819 -0.279686 0.02 -0.01 0.11
H -3.027322 2.673927 -5.038539 0.13 -0.10 0.10
H -2.175811 4.429658 0.928859 0.17 -0.03 0.02
H 3.622864 -3.116737 3.153576 -0.05 0.12 0.08
H -0.775593 -4.071527 -1.982574 0.14 -0.05 0.16
H 0.390804 0.527623 4.127620 -0.03 -0.03 -0.09
H -1.282015 2.759087 -3.243910 -0.02 -0.07 -0.07
H 1.573428 -3.154245 -1.803813 -0.32 -0.08 0.23